{
  "formula": "C33H28N2O10PReS",
  "method": "wB97M-V/def2-TZVPD",
  "species": ["Re", "S", "P", "O", "O", "O", "O", "O", "O", "O", "O", "O", "O", "N", "N", "C", "C", "C", "C", "C", "C", "C", "C", "C", "C", "C", "C", "C", "C", "C", "C", "C", "C", "C", "C", "C", "C", "C", "C", "C", "C", "C", "C", "C", "C", "C", "C", "C", "H", "H", "H", "H", "H", "H", "H", "H", "H", "H", "H", "H", "H", "H", "H", "H", "H", "H", "H", "H", "H", "H", "H", "H", "H", "H", "H", "H"],
  "xyz": [[0.764, 0.755, -0.247], [0.090, 0.979, 2.808], [-1.461, -0.204, 0.135], [0.761, 1.133, 4.060], [-0.308, 1.552, -1.689], [2.833, 0.967, -0.361], [3.101, -5.357, -0.967], [1.134, 0.548, 1.743], [-0.816, 6.094, -2.256], [0.176, 7.243, -0.624], [-0.665, 2.089, 2.286], [1.163, -1.083, -0.652], [-1.091, 3.360, -2.770], [1.194, 4.961, 0.558], [0.962, 2.861, 0.064], [3.180, -4.035, -0.819], [3.567, -1.273, -0.517], [-4.379, 2.597, 0.510], [2.084, -3.188, -0.813], [-0.449, 2.872, -1.874], [3.776, 0.131, -0.414], [5.156, 0.714, -0.362], [0.237, 3.616, -0.824], [-1.329, -2.602, -3.148], [-1.829, -0.744, 1.835], [-2.952, -1.536, 2.058], [-1.349, -1.518, -2.288], [2.528, 3.414, 1.978], [-3.381, 1.009, -1.539], [1.813, -5.944, -1.138], [-3.363, 1.691, 0.773], [-4.398, 1.915, -1.793], [-3.256, -1.992, 3.334], [1.553, 3.710, 0.902], [4.661, -2.176, -0.518], [0.370, 4.932, -0.534], [-2.858, 0.890, -0.252], [-2.443, -1.656, 4.406], [-1.668, -2.994, -0.422], [-0.138, 6.198, -1.126], [-1.642, -4.081, -1.287], [-1.489, -3.888, -2.650], [-1.358, -0.815, 4.216], [-1.556, -1.697, -0.917], [4.486, -3.517, -0.661], [-1.070, -0.348, 2.944], [-4.895, 2.712, -0.772], [2.274, -1.817, -0.655], [5.089, 1.796, -0.437], [-3.604, -1.790, 1.231], [-4.134, -2.607, 3.485], [-1.745, -5.081, -0.887], [3.498, 3.196, 1.528], [-2.673, -2.015, 5.400], [-0.748, -0.483, 5.045], [-0.906, 5.166, -2.563], [5.780, 0.332, -1.168], [1.324, -5.550, -2.031], [-1.482, -4.736, -3.323], [-5.687, 3.420, -0.976], [-1.180, -2.444, -4.208], [2.635, 4.275, 2.636], [1.987, -7.009, -1.252], [5.320, -4.204, -0.662], [1.480, 5.822, 1.005], [5.629, 0.452, 0.587], [-1.749, -3.176, 0.641], [1.070, -3.543, -0.928], [2.228, 2.556, 2.570], [-1.169, -0.527, -2.686], [-4.765, 3.214, 1.311], [5.665, -1.792, -0.403], [-4.797, 1.999, -2.795], [-2.960, 1.620, 1.773], [1.187, -5.763, -0.262], [-3.014, 0.396, -2.348]],
  "atomic_forces_ev_per_a": [[0.36, -0.29, 0.28], [0.18, -0.18, 0.12], [-0.16, -0.09, -0.01], [0.07, -0.11, -0.18], [0.22, 0.28, -0.15], [0.01, -0.11, 0.01], [0.02, -0.01, 0.01], [-0.26, 0.29, -0.06], [-0.09, 0.08, 0.10], [-0.24, 0.01, 0.16], [0.00, 0.10, -0.01], [-0.16, 0.06, 0.16], [0.11, 0.01, -0.09], [0.07, -0.01, 0.05], [-0.26, 0.25, 0.13], [0.05, 0.05, 0.00], [0.00, -0.02, -0.01], [0.02, -0.02, -0.01], [0.02, -0.02, -0.01], [-0.20, -0.18, 0.05], [0.01, 0.13, -0.02], [-0.03, -0.01, 0.01], [0.05, -0.15, -0.06], [0.01, 0.01, 0.01], [0.06, 0.09, 0.06], [0.05, -0.04, 0.04], [-0.02, 0.01, 0.02], [0.00, 0.00, 0.03], [-0.03, -0.03, 0.03], [-0.01, -0.01, -0.02], [-0.01, 0.04, 0.02], [-0.01, 0.01, 0.02], [0.07, 0.04, 0.03], [0.01, -0.06, -0.08], [0.00, 0.01, 0.00], [-0.18, 0.03, 0.10], [0.02, -0.02, -0.05], [-0.10, -0.05, -0.07], [0.01, 0.03, 0.07], [0.60, 0.02, -0.39], [-0.01, 0.00, 0.03], [0.00, -0.01, -0.01], [0.04, 0.08, 0.01], [0.01, 0.07, -0.02], [-0.05, -0.01, 0.00], [-0.03, -0.12, -0.21], [0.00, -0.01, -0.04], [0.03, -0.06, -0.05], [0.00, 0.00, 0.00], [0.02, -0.03, -0.02], [0.00, 0.00, 0.01], [-0.01, 0.00, 0.01], [0.01, -0.01, 0.01], [0.00, -0.02, 0.00], [-0.01, -0.01, 0.01], [-0.18, -0.08, 0.05], [0.01, 0.00, 0.00], [0.00, 0.00, 0.00], [0.00, 0.00, 0.00], [0.00, 0.00, 0.00], [0.00, 0.01, 0.00], [0.00, 0.00, -0.01], [-0.01, 0.00, 0.00], [0.00, -0.01, 0.00], [0.00, -0.01, 0.00], [0.01, -0.01, -0.01], [-0.05, 0.02, 0.00], [-0.01, 0.00, -0.01], [0.02, 0.03, -0.01], [-0.02, 0.00, -0.01], [0.00, 0.00, 0.01], [0.00, 0.01, 0.00], [-0.01, 0.00, 0.00], [-0.01, 0.01, -0.01], [0.00, 0.00, 0.01], [0.00, 0.00, 0.00]],
  "spin_multiplicity": 2,
  "s2": 0.7560,
  "fmax_ha_per_bohr": 0.0139,
  "homo_lumo_gap_ha": [0.2718, 0.2662],
  "lumo_ev": [-3.975, -4.082],
  "charge": 1
}

{
  "formula": "C33H28N2O3RuSSi",
  "method": "wB97M-V/def2-TZVPD",
  "species": ["Ru", "S", "Si", "O", "O", "O", "N", "N", "C", "C", "C", "C", "C", "C", "C", "C", "C", "C", "C", "C", "C", "C", "C", "C", "C", "C", "C", "C", "C", "C", "C", "C", "C", "C", "C", "C", "C", "C", "C", "C", "C", "H", "H", "H", "H", "H", "H", "H", "H", "H", "H", "H", "H", "H", "H", "H", "H", "H", "H", "H", "H", "H", "H", "H", "H", "H", "H", "H", "H"],
  "xyz": [[-1.197, 0.211, -0.630], [-0.027, 2.082, -0.358], [1.241, 0.181, -0.994], [2.732, -0.404, 2.298], [-3.172, 1.090, -1.364], [1.150, -0.517, 0.591], [-2.714, 0.213, 7.420], [-2.188, -1.198, -1.820], [1.816, -1.792, -3.114], [1.135, 1.215, 2.276], [1.254, 1.433, 3.664], [2.693, 2.662, -1.743], [-2.270, -1.445, 3.073], [-2.652, -0.441, 2.147], [-3.042, -0.764, -2.769], [-2.847, 0.271, 6.261], [2.713, 1.379, -1.274], [-1.718, -2.465, -1.976], [1.786, 0.050, 1.699], [-3.367, 0.710, -2.722], [3.013, -3.620, -1.406], [-2.639, -0.778, 0.719], [3.829, 3.479, -1.790], [2.816, -3.976, -2.726], [-3.088, 0.829, 2.622], [3.953, 0.954, -0.766], [0.448, 3.649, 3.250], [-2.829, 0.056, 4.864], [1.984, -1.440, -1.762], [-3.224, 1.049, 3.977], [-3.145, -2.931, -3.830], [2.645, -2.350, -0.929], [-2.405, -1.233, 4.438], [-2.068, -3.307, -3.007], [1.013, 2.709, 4.123], [2.246, -3.014, -3.592], [0.196, 3.439, 1.888], [0.600, 2.214, 1.402], [5.099, 1.706, -0.814], [-3.567, -1.584, -3.730], [5.058, 2.971, -1.426], [0.207, 4.650, 3.627], [5.971, 3.509, -1.629], [-2.397, -1.850, 0.621], [-1.581, -4.245, -3.081], [3.689, 4.555, -2.068], [-3.747, 1.924, 4.435], [2.232, -3.107, -4.666], [2.963, -2.087, 0.074], [-3.556, -0.513, 0.174], [-3.312, 1.621, 1.878], [-3.569, -3.602, -4.582], [-0.273, 4.132, 1.167], [-1.907, -2.365, 2.644], [-4.339, -1.119, -4.364], [3.950, -0.024, -0.304], [1.178, 2.977, 5.154], [3.500, -4.324, -0.704], [1.302, -1.057, -3.727], [3.077, -4.978, -3.094], [1.519, 0.585, 4.302], [-0.218, 0.162, -1.860], [1.753, 3.008, -2.199], [-4.422, 0.943, -3.028], [-0.975, -2.755, -1.257], [6.004, 1.312, -0.392], [-2.625, 1.284, -3.362], [-3.516, 1.991, -1.156], [-2.169, -1.922, 5.230]],
  "atomic_forces_ev_per_a": [[-1.38, -1.66, 2.25], [0.73, 0.95, 2.22], [2.06, -1.50, 0.76], [1.10, -2.13, -0.66], [-0.92, 1.77, 0.36], [0.90, 0.48, -1.13], [-0.45, 0.48, -1.69], [0.45, 0.13, 0.34], [-0.10, 0.32, 1.25], [-0.11, -1.31, -2.70], [0.26, 0.91, 0.44], [-0.87, 1.01, -1.08], [-0.43, 0.66, 0.28], [0.15, 0.66, 0.41], [-1.37, 0.58, -1.19], [0.44, -0.60, 2.59], [0.42, -0.59, 0.63], [0.82, -1.32, -0.65], [-1.77, 2.20, 1.74], [0.04, 0.31, -0.99], [0.39, -0.07, 0.74], [0.15, -0.17, -0.12], [-0.59, 0.93, -0.43], [-0.49, 0.40, -0.83], [0.00, -0.32, -0.78], [-0.80, -0.94, 0.33], [-0.40, 2.47, 0.10], [-0.17, -0.93, -0.43], [-0.64, 0.02, -0.05], [-0.58, 0.56, 0.42], [-0.40, -0.23, -1.22], [0.36, -0.39, -0.51], [0.15, 1.54, -0.56], [-0.51, 1.16, 1.33], [-0.42, -0.89, -0.33], [0.55, -0.04, 0.00], [0.41, -0.82, 0.23], [-1.58, 0.87, -0.58], [-0.13, 0.58, -0.67], [-0.50, 0.75, 0.26], [-0.04, -0.51, 0.48], [0.16, -0.34, 0.07], [0.07, 0.29, 0.34], [-0.24, 0.46, -0.27], [0.28, -0.76, -0.03], [0.37, -1.19, -0.13], [0.91, -0.48, -0.78], [-0.23, -0.69, -0.15], [-0.49, -0.01, 0.10], [0.28, -0.29, 0.45], [-0.02, -0.61, 0.61], [0.23, 0.27, 0.25], [0.27, -0.05, 0.95], [0.00, -0.28, 0.23], [0.41, -0.53, 0.09], [0.43, -0.08, 0.13], [-0.15, -0.01, 0.21], [-0.35, 0.45, -0.51], [0.13, -0.28, -0.41], [-0.01, 0.57, 0.15], [0.19, 0.48, -0.22], [0.97, -0.10, -2.15], [0.48, 0.30, 0.51], [0.98, -0.34, 0.03], [0.37, -0.20, 0.16], [0.34, -0.08, -0.03], [-0.84, -0.40, 0.54], [0.54, -0.97, -0.47], [0.21, -0.44, -0.18]],
  "spin_multiplicity": 6,
  "s2": 8.8038,
  "fmax_ha_per_bohr": 0.0645,
  "homo_lumo_gap_ha": [0.1251, 0.2341],
  "lumo_ev": [2.043, 0.961],
  "charge": -1
}

{
  "formula": "C33H29AsBrIN3O2RuSbSe4",
  "method": "wB97M-V/def2-TZVPD",
  "species": ["I", "Sb", "Ru", "Br", "Se", "Se", "Se", "Se", "As", "O", "O", "N", "N", "N", "C", "C", "C", "C", "C", "C", "C", "C", "C", "C", "C", "C", "C", "C", "C", "C", "C", "C", "C", "C", "C", "C", "C", "C", "C", "C", "C", "C", "C", "C", "C", "C", "C", "H", "H", "H", "H", "H", "H", "H", "H", "H", "H", "H", "H", "H", "H", "H", "H", "H", "H", "H", "H", "H", "H", "H", "H", "H", "H", "H", "H", "H"],
  "xyz": [[4.759, -0.668, -0.612], [-1.562, 1.694, -3.997], [-0.294, 1.075, -0.567], [4.297, 4.955, -5.252], [-1.312, 2.993, -1.781], [-0.521, -0.163, -2.532], [-3.855, 1.340, -4.679], [-0.197, 2.233, -5.862], [0.480, -1.326, -0.044], [-2.585, 0.806, -0.014], [-3.218, 2.064, 1.754], [-0.108, 1.483, 1.498], [1.376, 2.407, -0.512], [-4.426, 1.596, -1.559], [0.348, -2.630, 3.921], [-3.313, 1.646, 0.606], [-0.175, -3.875, -1.378], [-1.335, -1.958, 0.651], [-0.931, 1.050, 2.454], [0.831, -2.957, -1.092], [0.057, -2.218, 2.624], [0.118, -5.060, -2.039], [1.000, 2.884, 3.095], [-3.695, -2.467, 0.649], [1.535, 2.914, 0.667], [2.613, 3.067, -3.960], [2.399, -1.793, 2.240], [-4.503, 2.173, -0.192], [2.124, -3.232, -1.515], [1.089, -1.780, 1.788], [0.810, 2.410, 1.811], [2.872, 4.198, -1.449], [2.684, -2.220, 3.531], [1.659, -2.632, 4.371], [-0.838, 1.519, 3.756], [1.420, -5.346, -2.424], [-1.289, -2.274, 2.007], [-2.549, -2.065, -0.018], [-2.446, -2.644, 2.693], [3.387, 4.189, -3.778], [2.419, -4.421, -2.169], [3.520, 4.769, -2.526], [0.147, 2.431, 4.091], [1.954, 2.507, -2.873], [2.071, 3.062, -1.616], [-3.650, -2.740, 2.012], [2.555, -0.362, -0.553], [-4.549, -3.027, 2.542], [2.909, -2.519, -1.335], [2.488, 2.617, -4.934], [1.788, 3.596, 3.295], [3.437, -4.613, -2.482], [2.408, 0.127, -1.521], [-2.602, -1.842, -1.082], [3.202, -1.480, 1.590], [2.178, 3.759, 0.847], [3.711, -2.239, 3.873], [-5.260, 1.150, -1.936], [-1.673, 0.330, 2.154], [-3.657, 0.891, -1.477], [1.882, -2.968, 5.376], [-4.630, -2.556, 0.108], [2.513, 0.408, 0.222], [1.352, 1.619, -3.020], [4.126, 5.653, -2.392], [-2.415, -2.854, 3.755], [-4.093, 2.251, -2.287], [-1.555, 1.169, 4.483], [-4.446, 3.257, -0.222], [-0.443, -2.969, 4.578], [-1.199, -3.681, -1.096], [-5.423, 1.864, 0.299], [-0.682, -5.757, -2.256], [3.011, 4.671, -0.494], [0.250, 2.788, 5.106], [1.651, -6.281, -2.920]],
  "atomic_forces_ev_per_a": [[-0.06, -0.02, -0.01], [0.09, 0.05, 0.23], [-0.26, -0.26, 0.27], [0.00, 0.02, -0.02], [-0.34, 0.70, -0.33], [-0.40, -0.23, -1.47], [-0.19, -0.03, 0.18], [0.15, 0.08, -0.15], [0.62, -0.24, 1.30], [0.61, -0.23, -0.06], [-0.05, 0.14, -0.02], [-0.60, 0.40, 0.00], [-0.39, 0.66, 0.41], [0.19, 0.13, 0.01], [-0.04, 0.04, 0.02], [0.16, 0.06, 0.32], [-0.07, -0.02, -0.02], [0.16, -0.15, -0.04], [0.26, -0.13, 0.10], [-0.09, 0.12, -0.12], [-0.07, 0.01, -0.13], [0.01, 0.01, -0.01], [-0.05, 0.00, 0.17], [-0.01, 0.04, 0.03], [0.13, -0.23, -0.12], [-0.02, -0.18, -0.02], [-0.04, 0.14, -0.04], [-0.26, -0.15, -0.29], [0.05, -0.05, -0.04], [-0.19, -0.13, -0.30], [0.21, 0.02, -0.50], [-0.19, -0.17, -0.02], [0.01, 0.03, 0.02], [0.03, 0.02, 0.02], [0.07, -0.13, 0.01], [-0.01, 0.03, 0.03], [0.12, -0.03, 0.15], [-0.02, 0.08, -0.16], [-0.10, 0.05, -0.02], [0.07, 0.06, 0.03], [-0.02, 0.01, -0.01], [-0.04, -0.07, -0.05], [0.07, -0.06, -0.11], [0.09, -0.09, -0.16], [0.07, -0.36, 0.38], [0.08, 0.05, 0.01], [-0.04, 0.08, 0.17], [-0.02, -0.02, 0.00], [0.02, 0.01, 0.05], [0.00, 0.03, 0.02], [-0.02, 0.05, 0.00], [0.01, -0.01, 0.02], [-0.04, -0.11, 0.14], [0.01, 0.06, 0.10], [0.01, -0.02, -0.04], [0.26, 0.03, -0.04], [0.00, 0.01, 0.01], [0.03, 0.08, 0.07], [0.07, -0.05, 0.05], [-0.04, 0.06, -0.05], [0.00, 0.00, 0.01], [-0.02, -0.02, 0.00], [0.03, -0.08, -0.10], [0.06, 0.09, 0.01], [0.01, 0.00, 0.01], [0.01, -0.03, -0.01], [-0.09, -0.18, 0.07], [0.02, -0.03, 0.03], [-0.01, -0.02, -0.10], [0.01, -0.02, -0.01], [0.08, -0.04, 0.03], [-0.04, 0.02, -0.04], [0.00, -0.02, 0.01], [-0.02, 0.10, 0.15], [-0.02, 0.02, 0.02], [-0.01, 0.01, -0.05]],
  "spin_multiplicity": 2,
  "s2": 0.7617,
  "fmax_ha_per_bohr": 0.0300,
  "homo_lumo_gap_ha": [0.1999, 0.1979],
  "lumo_ev": [0.952, 0.887],
  "charge": -1
}

Sequential ΔE to the lowest compared entry with this formula, charge and spin output: 21.2; 417.2; 248.4 kJ/mol